# 1
87
Properties=species:S:1:pos:R:3:forces:R:3:mulliken_charge:R:1 method="wB97M-V/def2-TZVPD" total_energy_ha=-3818.00218 total_charge=+2 homo_lumo_gap_ha=0.0882
C -5.317 -0.278 -1.241 0.024 -0.215 0.254 -1.501
C -4.108 -1.199 -1.057 -0.274 0.087 -0.272 -0.446
C -2.802 -0.672 -1.682 0.116 -0.185 0.383 -0.801
F -3.122 0.477 -2.407 0.002 -0.005 -0.078 -0.505
C -1.659 -0.278 -0.723 0.162 0.241 -0.116 3.724
C -2.277 0.688 0.335 -0.076 0.030 0.153 -2.321
C -2.492 0.121 1.744 0.029 0.075 -0.021 0.065
S -3.680 1.245 2.558 0.080 0.019 -0.161 -0.212
C -3.284 1.039 4.191 -0.271 0.583 0.596 0.594
N -3.679 1.846 5.165 0.108 -0.452 -0.086 -0.495
N -3.143 1.309 6.316 -0.352 -0.657 0.152 -0.764
C -2.497 0.224 5.993 0.203 0.144 -0.015 0.283
O -2.544 -0.005 4.692 0.180 0.062 -0.267 -0.052
C -0.995 -1.506 -0.051 0.036 -0.432 0.231 -0.658
C -1.797 -2.796 0.155 0.574 -0.242 -0.113 -0.666
C -0.948 -3.826 0.858 -0.146 0.053 -0.127 -0.356
C -0.315 -4.844 0.167 -0.095 0.053 -0.169 -0.306
C 0.464 -5.768 0.835 0.120 -0.158 -0.162 -1.105
C 0.645 -5.703 2.204 0.075 -0.062 0.236 1.053
C 1.514 -6.690 2.931 -0.167 0.247 0.060 -1.457
C -0.001 -4.686 2.898 -0.030 0.099 0.056 -0.966
C -0.783 -3.764 2.230 -0.029 0.043 0.218 -0.009
O 0.142 -1.936 -0.822 -0.118 0.224 -0.458 -0.251
S 1.476 -1.120 -0.517 0.290 0.044 0.138 1.584
O 2.456 -1.470 -1.474 -0.118 -0.097 0.155 -0.818
O 1.725 -1.279 0.887 -0.051 0.095 0.055 -0.722
C 0.843 0.596 -0.816 0.327 -0.052 0.093 0.468
C 0.787 1.325 0.535 -0.057 0.247 -0.042 -1.169
C 2.076 1.780 1.235 -0.080 0.031 -0.029 -0.123
C 3.425 1.196 0.967 0.145 0.091 0.156 -1.510
N 1.987 2.690 2.115 -0.006 -0.036 0.156 -0.705
O 1.816 1.180 -1.630 -0.097 -0.031 -0.044 -0.541
C 1.629 2.543 -2.059 0.153 0.014 -0.291 -1.322
C 2.852 3.408 -1.751 -0.256 0.528 0.024 1.071
C 2.539 4.454 -0.656 0.309 -0.155 0.045 -1.851
C 3.389 4.098 -3.019 0.528 -0.004 0.095 0.373
C 4.639 4.918 -2.662 -0.057 -0.195 -0.321 -1.519
C 3.777 3.098 -4.107 -0.075 0.331 -0.125 -1.529
C -0.545 0.521 -1.534 -0.248 -0.146 0.177 -1.019
C -0.426 0.260 -3.062 0.069 0.000 -0.066 -1.724
C -0.231 -1.118 -3.662 0.212 -0.297 -0.065 0.454
O 0.680 -1.854 -3.543 -0.314 0.198 -0.034 -0.396
Cl -1.557 -1.546 -4.822 0.013 0.005 0.031 -0.205
H -6.143 -0.682 -0.658 -0.115 -0.033 -0.040 0.448
H -5.625 -0.249 -2.281 -0.008 0.175 -0.079 0.393
H -5.140 0.736 -0.891 0.013 0.112 -0.101 0.280
H -4.001 -1.440 -0.005 0.106 0.104 0.093 0.132
H -4.352 -2.137 -1.552 0.047 -0.144 0.093 0.424
H -2.428 -1.425 -2.369 0.040 0.128 -0.322 0.144
H -1.662 1.569 0.469 0.060 0.083 -0.080 0.881
H -3.221 1.069 -0.057 -0.067 -0.105 -0.065 0.589
H -1.571 0.151 2.321 0.049 -0.085 0.047 0.372
H -2.909 -0.878 1.775 -0.035 -0.101 -0.047 0.458
H -1.933 -0.410 6.664 0.282 -0.124 -0.281 0.530
H -0.600 -1.229 0.928 -0.037 0.112 0.069 0.443
H -2.075 -3.186 -0.823 -0.299 0.021 -0.023 0.452
H -2.679 -2.641 0.765 -0.217 0.120 -0.128 0.447
H -0.431 -4.917 -0.906 0.006 0.012 -0.087 0.439
H 0.948 -6.558 0.278 0.043 -0.042 -0.069 0.343
H 0.939 -7.191 3.708 0.016 -0.148 0.036 0.351
H 1.923 -7.430 2.253 0.059 -0.100 -0.010 0.351
H 2.331 -6.164 3.421 0.139 -0.057 0.013 0.328
H 0.105 -4.608 3.971 0.077 -0.060 0.098 0.373
H -1.282 -2.983 2.796 -0.044 0.087 0.042 0.269
H 0.225 2.247 0.364 -0.005 0.069 -0.028 0.960
H 0.227 0.756 1.272 0.000 -0.174 0.000 0.560
H 3.629 1.047 -0.089 -0.078 -0.125 -0.054 0.288
H 4.162 1.874 1.389 0.054 0.052 -0.010 0.368
H 3.519 0.243 1.477 -0.007 -0.171 -0.035 0.398
H 1.025 3.019 2.217 -0.017 0.036 -0.015 0.284
H 0.728 2.990 -1.639 -0.058 -0.076 0.178 0.245
H 1.480 2.507 -3.136 -0.099 -0.018 -0.081 0.531
H 3.664 2.771 -1.401 -0.107 -0.246 -0.025 0.244
H 3.312 4.469 0.109 0.043 0.068 0.028 0.244
H 2.485 5.455 -1.076 -0.171 0.077 -0.040 0.567
H 1.605 4.236 -0.140 -0.063 0.072 -0.007 0.340
H 2.646 4.800 -3.408 -0.231 -0.109 -0.022 0.350
H 5.290 4.341 -2.005 0.039 0.043 0.155 0.364
H 5.214 5.110 -3.566 0.006 0.152 -0.046 0.442
H 4.406 5.877 -2.210 0.025 0.028 0.186 0.368
H 4.090 3.642 -4.997 0.066 0.016 -0.046 0.471
H 4.625 2.497 -3.782 -0.020 -0.184 0.043 0.324
H 2.962 2.451 -4.423 0.011 -0.195 0.063 0.382
H -0.886 1.557 -1.510 -0.077 0.070 -0.096 1.246
H 0.443 0.807 -3.418 0.194 -0.045 0.077 0.289
H -1.268 0.712 -3.563 -0.222 0.026 0.084 0.837
Ca -4.438 0.519 8.011 -0.238 0.558 0.134 1.811

---

# 2
12
Properties=species:S:1:pos:R:3:forces:R:3:mulliken_charge:R:1 method="wB97M-V/def2-TZVPD" total_energy_ha=-414.71834 total_charge=0 homo_lumo_gap_ha=0.3047
C -0.484 0.320 -1.282 -0.156 -0.043 -0.057 -1.151
C -0.286 0.473 1.608 -0.571 -1.020 -0.860 0.520
C -0.125 -0.434 -0.034 -0.586 -0.155 0.214 0.700
N 0.973 0.722 1.953 0.280 0.140 0.435 -0.541
N -0.244 -1.687 0.169 -0.106 0.519 0.238 -0.647
C 1.517 0.318 0.839 1.292 0.809 -0.126 0.604
O -1.389 0.585 1.996 0.683 0.174 -0.235 -0.401
O 2.470 0.325 0.161 -1.211 -0.520 0.403 -0.351
H -0.721 -2.165 -0.605 0.352 0.059 -0.129 0.275
H 0.415 0.719 -1.758 -0.018 0.039 0.097 0.298
H -1.146 1.155 -1.039 0.049 -0.010 -0.052 0.305
H -0.982 -0.329 -2.007 -0.008 0.008 0.072 0.389

---

# 3
73
Properties=species:S:1:pos:R:3:forces:R:3:mulliken_charge:R:1 method="wB97M-V/def2-TZVPD" total_energy_ha=-2634.21138 total_charge=-2 homo_lumo_gap_ha=0.1075
Be -14.991 18.760 -11.667 -0.340 0.538 0.871 0.746
F -15.084 21.407 -8.536 0.129 -0.260 -0.350 -0.531
F -16.522 22.359 -13.145 0.278 -0.398 -0.005 -0.611
F -13.877 16.292 -8.492 0.030 0.218 -0.457 -0.614
N -18.877 17.372 -9.869 0.321 -5.180 1.425 -0.279
S -19.371 15.698 -9.664 2.830 0.658 1.232 1.057
O -20.497 15.098 -10.337 0.871 0.623 0.650 -0.511
O -19.028 15.389 -8.304 -0.916 -0.490 -0.777 -0.580
F -18.152 15.222 -10.517 0.582 -1.021 -0.424 -0.214
S -20.199 17.843 -10.369 -3.913 7.089 -3.304 1.105
O -21.435 17.545 -9.697 0.294 -0.740 0.240 -0.596
O -20.280 18.072 -11.803 -0.164 -1.259 0.525 -0.653
F -19.976 19.381 -9.923 -0.004 0.210 0.341 -0.321
C -9.026 22.190 -14.177 0.931 -0.552 1.246 -1.734
C -9.113 20.638 -14.245 -2.185 0.058 -0.464 1.706
C -8.136 20.118 -15.261 2.932 0.075 -0.028 -1.350
C -6.676 19.974 -14.678 -1.533 0.958 -0.216 -0.624
C -6.849 19.052 -13.516 -0.211 -1.743 1.204 -1.302
C -7.747 19.549 -12.308 2.264 1.001 -0.481 1.370
N -9.027 19.934 -12.859 -1.167 -0.425 -2.696 0.054
O -9.898 20.541 -11.892 1.495 -0.242 -0.927 -0.350
C -7.942 18.477 -11.203 -0.164 -0.087 -1.685 -1.843
C -6.960 20.747 -11.654 -1.396 -0.068 -0.116 -1.736
C -10.512 20.315 -14.938 -0.745 -0.687 1.215 -1.901
H -9.695 22.524 -13.384 -0.398 0.268 -0.468 0.405
H -9.124 22.724 -15.122 -0.608 -0.350 0.003 0.425
H -8.042 22.494 -13.818 0.297 -0.070 0.011 0.358
H -8.283 19.131 -15.700 -0.814 -0.148 0.420 0.372
H -8.166 20.790 -16.119 0.021 0.205 0.017 0.449
H -6.241 20.894 -14.290 -0.206 0.414 -0.192 0.310
H -5.987 19.642 -15.455 -0.031 -0.427 0.134 0.376
H -5.866 18.727 -13.174 0.080 0.206 0.639 0.488
H -7.301 18.107 -13.816 -0.217 -0.110 -0.435 0.415
H -8.769 18.723 -10.535 0.300 0.214 0.096 0.385
H -8.257 17.595 -11.760 0.018 -0.355 0.289 0.416
H -7.002 18.271 -10.690 -0.126 0.080 0.130 0.378
H -7.028 21.663 -12.241 0.062 -0.050 -0.097 0.338
H -7.554 20.895 -10.753 0.706 0.493 0.595 0.639
H -5.906 20.560 -11.449 -0.221 -0.286 0.207 0.312
H -10.846 20.839 -15.834 0.904 0.729 -0.021 0.361
H -11.357 20.448 -14.263 0.160 0.246 0.401 0.440
H -10.624 19.276 -15.248 0.559 -0.313 0.265 0.431
H -9.222 21.131 -11.549 -0.734 0.951 0.939 0.410
C -16.873 18.083 -17.719 -0.544 0.582 0.251 -1.764
C -16.397 16.643 -17.952 1.219 -0.036 -0.506 1.157
C -15.316 16.759 -19.023 -1.260 -0.642 -1.170 -1.114
C -14.454 15.543 -19.267 1.342 0.422 0.472 -0.656
C -13.744 15.037 -17.995 -2.021 -0.263 -0.312 -1.100
C -14.860 14.858 -16.815 3.421 0.964 -0.946 1.478
N -15.652 16.133 -16.781 2.303 0.295 -2.197 0.018
O -16.471 16.187 -15.734 -1.675 -0.652 2.318 -0.293
C -15.600 13.553 -17.027 -0.150 0.250 0.207 -1.706
C -13.950 14.796 -15.515 -1.114 0.786 0.503 -1.762
C -17.650 15.784 -18.405 0.955 -0.637 0.179 -1.306
H -16.118 18.852 -17.884 0.324 -0.315 -0.132 0.374
H -17.669 18.268 -18.440 0.000 0.188 -0.033 0.380
H -17.272 18.354 -16.742 -0.131 -0.644 0.116 0.357
H -15.915 16.837 -19.930 0.223 0.749 -0.481 0.275
H -14.723 17.661 -18.871 -0.010 -0.171 0.064 0.457
H -14.965 14.767 -19.837 -0.171 -0.147 0.277 0.334
H -13.634 15.898 -19.891 -0.040 -0.132 -0.541 0.375
H -12.887 15.677 -17.784 -0.468 0.460 0.625 0.409
H -13.257 14.106 -18.284 -0.263 -0.499 0.487 0.401
H -16.236 13.495 -17.910 0.060 0.309 -0.041 0.288
H -16.222 13.417 -16.143 -0.010 -0.595 0.004 0.396
H -14.830 12.792 -17.154 -0.246 -0.290 0.432 0.428
H -13.439 15.746 -15.363 0.009 0.173 -0.450 0.434
H -13.175 14.035 -15.419 -0.219 -0.345 -0.800 0.345
H -14.526 14.714 -14.593 -0.426 -0.225 -0.088 0.387
H -18.061 15.317 -17.510 -0.724 0.160 -0.123 0.260
H -18.410 16.282 -19.007 -0.006 0.609 0.657 0.456
H -17.443 14.928 -19.048 0.763 -0.117 0.043 0.343
H -17.205 15.690 -16.104 -1.109 -0.207 1.233 0.352

---

# 4
59
Properties=species:S:1:pos:R:3:forces:R:3:mulliken_charge:R:1 method="wB97M-V/def2-TZVPD" total_energy_ha=-1396.31383 total_charge=-1 homo_lumo_gap_ha=0.2446
C -0.710 -0.870 2.931 -0.129 0.317 0.116 -0.636
C 0.344 0.193 2.732 0.070 0.135 0.269 0.435
O 1.187 0.414 3.576 -0.061 -0.227 -0.363 -0.610
N 0.248 0.869 1.480 0.399 -0.077 0.208 0.077
C 1.526 1.072 0.767 0.265 0.293 -0.173 -0.960
C 1.715 0.144 -0.457 0.180 -0.312 0.407 0.171
C 0.623 -0.901 -0.683 -0.371 0.030 -0.427 -1.509
C -0.783 -0.398 -1.106 0.369 0.032 0.004 0.595
Al -1.027 1.477 -1.860 -0.347 -0.141 -0.018 0.300
C -2.997 1.983 -1.621 0.513 0.089 0.201 -0.845
C -3.334 2.327 -0.157 -0.392 -0.058 -0.191 -0.962
C -3.813 1.156 0.708 0.006 -0.043 0.229 1.071
C -5.159 0.587 0.255 -0.063 -0.048 0.051 -1.127
N -5.579 -0.691 0.882 0.347 0.034 0.079 0.163
C -5.270 -0.807 2.300 -0.217 -0.120 -0.038 -0.838
C -5.182 -1.830 0.113 -0.262 -0.155 -0.128 0.377
C -3.768 -2.354 0.217 -0.095 -0.328 0.129 -0.426
O -5.964 -2.350 -0.645 0.139 0.180 0.006 -0.586
H -1.635 -0.556 2.442 0.013 -0.075 0.035 -0.031
H -0.863 -1.054 3.995 0.020 -0.088 -0.102 0.401
H -0.367 -1.780 2.435 -0.027 0.023 -0.009 0.227
H -0.174 1.776 1.657 -0.293 -0.110 -0.218 0.258
H 1.562 2.106 0.424 -0.108 -0.083 0.043 0.310
H 2.369 0.954 1.455 -0.112 -0.048 0.046 0.333
H 2.650 -0.407 -0.302 -0.024 0.091 -0.064 -0.016
H 1.876 0.749 -1.354 -0.234 -0.026 0.021 0.286
H 0.538 -1.531 0.212 0.134 -0.018 0.004 0.186
H 0.989 -1.564 -1.478 0.085 0.003 0.114 0.465
H -1.166 -1.076 -1.885 -0.076 0.005 0.081 0.748
H -1.452 -0.509 -0.247 -0.047 0.116 -0.055 -0.900
H -0.205 2.637 -1.061 0.060 0.065 0.139 -0.404
H -0.605 1.533 -3.439 0.020 -0.051 -0.071 -0.490
H -3.675 1.226 -2.032 -0.079 0.093 -0.013 0.263
H -3.129 2.894 -2.219 -0.086 -0.122 -0.080 0.291
H -4.130 3.091 -0.107 0.081 0.001 0.059 0.384
H -2.456 2.771 0.329 -0.055 0.009 -0.011 0.319
H -3.061 0.361 0.744 0.022 0.071 -0.171 -0.690
H -3.926 1.521 1.738 0.065 -0.084 -0.030 0.352
H -5.946 1.320 0.468 0.049 0.016 -0.120 0.182
H -5.141 0.421 -0.824 -0.118 0.062 0.061 0.444
H -5.771 -1.693 2.701 0.038 0.048 -0.033 0.323
H -4.203 -0.891 2.539 -0.003 0.181 0.044 0.223
H -5.691 0.059 2.815 0.119 -0.018 -0.012 0.317
H -3.796 -3.444 0.159 0.020 0.077 -0.055 0.446
H -3.210 -1.989 -0.648 0.041 0.083 0.098 0.021
H -3.249 -2.062 1.127 0.049 0.104 -0.085 0.069
C 8.479 -0.327 -2.387 -0.031 0.182 -0.081 -1.450
C 7.517 -0.260 -1.228 0.090 -0.045 -0.110 0.474
C 6.479 -1.362 -1.182 -0.034 -0.057 0.035 -0.486
O 5.381 -0.721 -0.535 0.016 -0.027 -0.009 -0.284
C 5.471 0.614 -0.770 0.005 -0.040 -0.068 0.617
O 4.624 1.403 -0.538 0.099 0.133 0.068 -0.442
O 6.684 0.904 -1.320 0.005 0.012 0.072 -0.364
H 9.015 -1.277 -2.380 0.001 -0.011 0.021 0.373
H 7.941 -0.229 -3.331 -0.033 -0.074 0.011 0.354
H 9.206 0.482 -2.333 0.011 -0.020 0.025 0.349
H 8.059 -0.205 -0.279 -0.017 -0.025 0.016 0.248
H 6.790 -2.233 -0.609 -0.069 0.030 0.074 0.289
H 6.165 -1.674 -2.182 0.051 0.013 -0.027 0.314

---

# 5
18
Properties=species:S:1:pos:R:3:forces:R:3:mulliken_charge:R:1 method="wB97M-V/def2-TZVPD" total_energy_ha=-534.37810 total_charge=0 homo_lumo_gap_ha=0.3767
C -0.722 -0.449 -0.427 0.055 -0.396 -0.354 0.664
C -1.253 -1.705 0.260 -0.086 -0.312 0.376 -1.482
C 1.437 0.345 -1.602 0.247 0.344 0.519 -1.333
C -0.045 1.074 1.518 -2.491 0.815 0.800 0.525
C -1.143 0.763 0.318 1.112 1.388 1.313 0.178
C 0.825 -0.439 -0.465 1.025 -2.054 -0.389 0.573
O 0.858 2.000 1.153 0.170 -0.358 0.234 -0.406
O -0.220 0.725 2.663 0.457 -0.099 -1.231 -0.536
O -2.079 1.504 0.151 0.926 -0.958 0.161 -0.523
O 1.501 -1.182 0.244 -1.287 1.466 -0.791 -0.550
H 1.333 2.230 1.980 -0.051 -0.043 -0.383 0.340
H -1.111 -0.389 -1.450 0.109 0.043 0.084 0.387
H -2.347 -1.721 0.251 0.173 0.029 -0.117 0.407
H -0.929 -1.759 1.304 0.036 0.076 -0.178 0.314
H -0.864 -2.592 -0.248 -0.122 0.150 0.061 0.376
H 1.001 1.345 -1.657 -0.030 -0.055 -0.120 0.353
H 2.515 0.430 -1.450 -0.162 -0.053 -0.053 0.343
H 1.243 -0.180 -2.541 -0.079 0.017 0.069 0.370

---

# 6
15
Properties=species:S:1:pos:R:3:forces:R:3:mulliken_charge:R:1 method="wB97M-V/def2-TZVPD" total_energy_ha=-287.80561 total_charge=0 homo_lumo_gap_ha=0.3946
C -1.838 -0.413 -1.111 0.912 0.396 -0.035 -0.023
N -0.493 -0.116 -1.046 -0.125 -0.431 0.323 -0.339
C -0.295 0.449 1.364 0.090 0.194 0.592 -1.387
C 0.292 -0.304 0.196 0.591 0.187 -1.069 0.583
C 1.730 0.200 -0.090 -0.479 0.128 -0.202 -1.212
O -2.543 -0.700 -0.178 -0.354 -0.064 -0.033 -0.529
H -2.179 -0.264 -2.145 -0.408 -0.264 -0.134 0.352
H 0.006 -0.433 -1.872 -0.138 0.478 0.055 0.256
H -0.141 1.525 1.254 0.207 -0.033 -0.114 0.358
H 0.202 0.131 2.294 -0.178 0.126 -0.286 0.321
H -1.361 0.326 1.463 -0.232 -0.388 0.125 0.385
H 0.375 -1.379 0.362 -0.325 -0.035 0.403 0.279
H 1.874 1.189 0.352 0.117 -0.146 -0.062 0.285
H 2.439 -0.502 0.319 0.387 -0.042 0.224 0.303
H 1.932 0.292 -1.165 -0.065 -0.106 0.214 0.366